This record from OMol25 describes a single C8H17N molecule in a non-equilibrium geometry. The level of theory is the ωB97M-V functional and the def2-TZVPD basis.

Properties
SMILES string: [H]/N=C/[C@@H](C)C(C)(C)CC
gap between HOMO and LUMO: 10.3 eV
energy relative to the best compared isomer or geometry (same formula, charge and spin): 0.8 kcal per mole
E_tot: -10061.4870 eV

```
26
Properties=species:S:1:pos:R:3:forces:R:3:mulliken_charge:R:1
H -0.8081 0.9983 3.6523 -0.19 -0.35 -0.12 0.230
N -0.4283 0.7666 2.7352 0.35 0.50 0.18 -0.501
C -1.0520 -0.1154 2.0983 -0.43 -0.90 -1.03 -0.338
C -0.7168 -0.6155 0.6447 -0.33 0.68 1.74 0.012
C -1.9869 -0.4169 -0.1848 0.17 -0.12 0.14 -1.515
C 0.5688 -0.0182 0.0752 0.31 -0.88 -1.42 2.172
C 0.5356 1.5027 -0.0063 -0.04 -0.11 0.08 -2.064
C 1.7489 -0.4456 0.9528 -0.16 0.10 -0.01 -2.136
C 0.7953 -0.6858 -1.3782 0.13 0.78 0.94 -1.029
C 0.2905 0.1012 -2.5821 0.06 -0.14 0.07 -1.244
H -1.9403 -0.6330 2.5014 0.08 0.13 0.03 0.377
H -0.5624 -1.6962 0.7660 0.01 0.02 -0.04 0.471
H -2.1623 0.6370 -0.3832 -0.06 0.10 -0.07 0.331
H -1.9230 -0.9553 -1.1256 -0.02 0.00 -0.11 0.311
H -2.8484 -0.8061 0.3569 -0.09 -0.01 0.01 0.463
H 0.4374 1.9070 0.9978 0.06 0.10 -0.10 0.499
H 1.4616 1.8698 -0.4436 0.09 0.08 -0.11 0.419
H -0.2968 1.8594 -0.6057 -0.07 0.12 -0.13 0.386
H 2.6800 -0.0617 0.5409 0.11 0.01 -0.06 0.521
H 1.8191 -1.5309 1.0095 0.04 -0.15 -0.02 0.393
H 1.6273 -0.0493 1.9564 0.11 -0.02 0.06 0.462
H 0.3689 -1.6913 -1.3887 -0.03 -0.04 0.13 0.365
H 1.8741 -0.8083 -1.4926 0.05 -0.07 -0.03 0.416
H -0.7760 0.3004 -2.5325 -0.11 0.06 -0.03 0.275
H 0.4839 -0.4653 -3.4933 -0.02 0.01 -0.07 0.405
H 0.8099 1.0520 -2.6708 0.00 0.10 -0.03 0.320
```
Positions in Å, forces in eV/Å.